Run P
The following is a quantum chemistry calculation of a cluster of 2 separate species, C3H10N3S in total, from the OMol25 dataset.

* HOMO energy (spin up / spin down): -9.6 / -13.9 eV
* LUMO (spin up / spin down): -4.306 / -5.750 eV
* 2S+1: 3
* net charge: +1

The geometry in XYZ format:
```
17
Properties=species:S:1:pos:R:3:mulliken_spin:R:1
N 0.62526 -2.56749 0.53740 0.143
C 1.08916 -1.41267 0.23252 1.132
C -0.42352 0.42467 -0.66220 0.293
H -2.61678 -0.83524 0.85346 0.001
C -1.17393 0.69242 0.54454 -0.017
H -2.04674 -0.29940 2.25508 -0.001
N 0.47181 1.22553 -1.26859 0.143
H -0.44540 1.22291 1.25876 0.011
H 0.74683 1.09018 -2.23658 0.006
H 0.68273 2.16933 -0.95108 -0.001
S 2.50938 -0.96081 1.03834 0.226
H 2.96194 0.11335 0.43650 0.005
H -0.37309 -2.71876 0.69612 0.000
H -2.06246 1.33980 0.11322 0.033
N -1.72347 -0.52224 1.24703 0.004
H 1.23137 -3.27380 1.00385 0.042
H -0.75011 -0.51377 -1.17995 -0.019
```

Run Q
The following is a quantum chemistry calculation of a structure of composition C3H10N3S, from the OMol25 dataset.

* HOMO energy (spin up / spin down): -10.9 / -14.0 eV
* LUMO (spin up / spin down): -3.834 / -8.466 eV
* 2S+1: 3
* net charge: +1

The geometry in XYZ format:
```
17
Properties=species:S:1:pos:R:3:mulliken_spin:R:1
N -1.20619 -0.44177 -1.86774 0.503
C 2.50211 0.25984 -0.25117 -0.026
H -0.59191 1.52718 1.82205 0.018
H -0.37535 0.10688 2.47163 0.006
H 3.21500 0.92386 0.13203 0.017
H -2.89952 0.09550 -0.57032 -0.010
N -1.53342 0.13419 0.63099 0.183
S 0.95749 1.17397 -0.16841 0.645
H 2.87179 0.16113 -1.20827 0.033
H 2.45330 -0.77667 0.14388 0.004
H -1.11007 0.52137 -2.13844 -0.007
H -0.72894 -1.16107 -2.43686 -0.022
N -2.70336 0.15263 0.35247 0.746
C -1.18536 0.57489 1.97894 -0.008
C -0.37461 -0.19391 -0.17160 -0.095
H -2.04381 0.78722 2.53203 0.003
H 0.05996 -1.18493 -0.02358 0.009
```

The winner here is run P, beating the second structure by 0.0862 hartree.

Run P
The following is a quantum chemistry calculation of the molecule C14H18N2O4, from the OMol25 dataset.

* HOMO energy: -8.7 eV
* SMILES: CCOC(=O)c1cccc(NC(=O)N2CCOCC2)c1
* LUMO: 0.423 eV

The geometry in XYZ format:
```
38
Properties=species:S:1:pos:R:3:mulliken_charge:R:1
H 4.17721 0.11510 3.58524 0.295
C 0.94866 -1.16058 0.35492 -0.263
H -1.48507 -1.69193 1.08403 0.291
C 2.17590 -1.13164 -0.29359 0.327
H 3.19915 -0.91487 -2.15381 0.480
O -3.67245 2.71064 0.22189 -0.409
H -3.98057 1.30090 -2.34801 0.342
C -0.23018 -0.99526 -0.36769 0.012
O 3.25400 -1.59137 1.74127 -0.348
C 2.23463 -0.93817 -1.67191 -0.606
C -4.67954 1.90881 -0.37153 -0.427
H 1.09973 -0.67800 -3.46346 0.408
H -1.15786 1.36990 0.05337 0.423
O 4.54284 -1.19775 -0.05574 -0.622
C 1.06309 -0.80066 -2.39140 -0.799
H 0.91012 -1.31279 1.42229 0.534
C -2.70556 -0.67068 -0.13338 0.424
N -2.77498 0.46440 -0.88933 0.166
C -1.81074 1.54560 -0.80342 -0.484
C -0.16355 -0.83480 -1.75197 -0.338
C -2.55831 2.88017 -0.61444 -0.650
C 4.95146 -0.42241 3.04276 -1.111
H -2.86401 3.29473 -1.58604 0.323
C -4.08639 0.87770 -1.34432 -0.954
N -1.44300 -1.03292 0.31766 -0.074
H -5.18403 1.40718 0.45688 0.337
C 4.41845 -1.75990 2.54900 -0.260
H -1.91001 3.60347 -0.11722 0.357
H -1.07659 -0.76704 -2.32309 0.583
C 3.45102 -1.29977 0.44853 0.366
H -1.19165 1.59077 -1.70881 0.263
H 5.79791 -0.58917 3.70261 0.383
H 4.09707 -2.38849 3.38229 0.311
O -3.67849 -1.33733 0.15483 -0.695
H -4.72588 -0.00362 -1.38944 0.462
H -5.40289 2.54723 -0.90054 0.316
H 5.18444 -2.27848 1.96295 0.322
H 5.27607 0.18100 2.19860 0.317
```

Run Q
The following is a quantum chemistry calculation of the molecule C14H18N2O4, from the OMol25 dataset.

* HOMO energy: -9.1 eV
* SMILES: O=C(O)[C@H](Cc1ccc(O)cc1)NC(=O)[C@@H]1CCCN1
* LUMO: 0.402 eV

The geometry in XYZ format:
```
38
Properties=species:S:1:pos:R:3:mulliken_charge:R:1
H -6.90343 0.10042 0.75873 0.266
H 3.55118 -1.84626 -1.42135 0.419
N 4.83572 0.57337 0.37770 -0.530
H -0.57902 -0.07669 1.49681 0.046
C -0.14612 1.80907 -0.51316 0.395
C -5.20441 -0.47860 -0.00916 0.761
O 2.19350 0.43934 1.16750 -0.653
H 3.30880 0.96015 -1.54246 0.239
C -3.04033 0.06619 1.21177 -0.552
H -5.07901 1.16573 1.60050 0.062
H -2.29829 0.57642 1.95919 0.138
O -6.63479 -0.36001 0.05885 -0.478
H -4.91670 -1.86392 -1.65246 0.559
O -1.44464 2.20341 -0.13258 -0.548
H -2.41229 -2.40632 -1.25286 0.212
C -4.44723 -1.35896 -0.93385 -0.949
H 4.44790 0.77146 1.32828 0.397
C 4.69096 -1.79044 0.55345 -0.414
H -0.23646 -1.51072 0.39468 0.557
C -3.01149 -1.55049 -0.60554 0.070
C -2.39239 -0.78533 0.26925 0.074
C 2.38782 0.31731 -0.02017 0.381
H 3.91903 -1.89111 1.36392 0.268
N 1.27904 -0.22914 -0.91953 -0.311
C -0.03075 0.34011 -0.54299 0.023
C -4.39150 0.20859 1.03794 -0.136
C -0.81886 -0.59784 0.46633 -0.869
H 1.58212 0.12534 -1.89738 0.394
H -2.20999 1.43899 -0.54341 0.477
C 4.18888 -1.15608 -0.84868 -0.828
H 6.19698 -0.36303 1.72914 0.295
H -0.46034 0.39680 -1.58647 0.410
H 6.58392 -0.81390 -0.14699 0.233
H 5.24700 -2.81728 0.30801 0.277
C 3.69899 0.27661 -0.52675 0.174
H 5.12166 -1.24025 -1.52899 0.342
O 0.82041 2.54167 -0.67462 -0.555
C 5.65939 -0.58526 0.64037 -0.648
```

The winner here is run P, beating the second structure by 0.2842 hartree.

Run P
The following is a quantum chemistry calculation of a structure of composition C18H32NaO18, from the OMol25 dataset.

* HOMO energy: -13.2 eV
* LUMO: -1.695 eV
* net charge: +1

The geometry in XYZ format:
```
69
Properties=species:S:1:pos:R:3:mulliken_charge:R:1
H -10.54250 14.62641 6.80435 0.389
H -10.66800 7.91357 13.97509 -0.022
H -13.52836 6.94268 13.90147 0.305
C -10.51639 13.78883 13.81243 0.241
C -12.51473 7.24043 10.47149 -0.495
C -14.28619 9.71234 7.96652 -0.726
H -7.60759 7.47019 11.72989 0.266
C -10.83045 14.28695 7.79931 -0.048
O -9.18368 13.66297 13.87810 -0.123
O -9.56019 10.21664 13.67523 -0.162
O -9.50834 12.58635 10.53567 -0.475
O -10.27658 8.64286 11.45957 0.026
H -13.33299 11.43627 15.32075 0.339
O -8.63267 8.24085 14.44332 -0.382
H -11.43402 15.94061 8.91100 0.299
C -9.75183 15.53056 14.88625 -0.501
C -10.21912 7.62711 10.69565 0.548
C -14.37596 13.41606 9.51965 -0.900
H -13.35218 9.29853 7.58639 0.320
H -7.03493 7.20044 9.99758 0.333
C -6.99454 10.82961 12.91964 -0.444
H -14.42255 13.69846 8.46790 0.359
O -13.28256 9.45705 14.68558 -0.339
O -14.34369 8.57719 12.91590 -0.309
C -7.83869 7.51037 10.66543 -0.507
H -9.77272 16.02727 8.31596 0.301
H -11.89908 14.11719 7.66776 -0.035
O -12.03458 10.76421 9.40908 -0.515
O -11.21100 12.88875 13.32165 -0.329
O -10.00350 14.71403 9.93805 -0.281
O -13.29072 10.56008 12.66397 -0.406
C -9.91634 13.39932 9.66878 0.535
H -14.57969 8.96290 8.70158 0.225
O -14.22353 11.01484 8.53489 -0.350
H -11.68640 10.60997 15.10076 0.008
O -10.16294 13.21642 8.32522 -0.293
C -8.63382 9.47820 13.92425 0.571
H -7.71782 15.10603 14.12255 0.288
Na -10.88285 10.92096 11.95542 0.887
H -14.96148 9.75204 7.11185 0.340
H -12.79913 6.74513 11.39988 0.316
O -13.17792 12.70140 9.73252 -0.050
H -15.26131 12.90448 9.89718 0.320
H -9.75258 6.67886 14.74990 0.264
H -5.96088 10.65051 12.62373 0.279
O -11.20762 6.96884 10.09493 -0.403
O -7.40127 9.65081 13.48466 -0.369
H -7.64662 11.05834 12.07669 0.191
C -12.73329 10.52897 15.39327 -0.442
H -12.78687 10.20369 16.43222 0.298
H -8.15194 14.19631 15.58415 0.288
C -13.67059 9.64248 13.42361 0.686
C -10.51416 15.37226 8.77349 -0.420
H -12.81984 8.27517 10.62742 0.006
O -10.91675 14.88992 14.54616 -0.329
H -13.18134 6.95282 9.65846 0.385
C -8.53200 14.60829 14.64930 -0.217
H -10.09773 8.11860 15.76411 0.379
C -13.07708 11.45556 9.18023 0.713
C -9.91963 7.75598 14.75175 -0.409
H -9.69173 16.40410 14.23709 0.275
O -9.11433 7.05866 10.39432 -0.413
H -9.96610 15.81202 15.91725 0.288
H -14.95196 6.64050 12.75727 0.254
H -14.42431 14.33854 10.09829 0.243
C -14.49451 7.27186 13.51900 -0.703
H -7.91940 8.58823 10.52472 0.134
H -15.23800 7.32285 14.31443 0.324
H -7.05938 11.71101 13.55764 0.176
```

Run Q
The following is a quantum chemistry calculation of a structure of composition C18H32NaO18, from the OMol25 dataset.

* HOMO energy: -13.2 eV
* LUMO: -1.876 eV
* net charge: +1

The geometry in XYZ format:
```
69
Properties=species:S:1:pos:R:3:mulliken_charge:R:1
C -1.38756 -2.42913 5.05977 -0.402
C 2.70954 -0.36681 2.93676 -0.283
H -1.65443 3.41925 -2.87464 0.336
H -5.97187 1.20065 -1.81285 0.269
H -1.86241 -0.36451 5.45069 0.280
C -0.91874 3.19133 -2.10461 -0.411
O -0.42383 2.07570 0.29490 0.133
H 1.60147 -3.72722 -1.65532 0.194
C 1.40068 -3.84708 -2.72302 -0.562
C -5.05381 1.78377 -1.69109 -0.478
C -0.74570 -3.04424 -2.29986 0.641
O 1.77651 1.32311 -1.78162 -0.520
H -0.36145 3.23599 3.02102 0.258
C 3.67657 0.15475 -3.50700 -0.430
H -5.25917 2.61017 -2.37114 0.302
O 2.38892 -1.03103 0.35588 -0.135
H 5.05625 -2.07257 -1.22493 0.326
O -3.58951 1.43218 0.08461 -0.232
H 1.73252 -0.73509 3.25723 0.007
H -2.41811 -2.66584 5.31938 0.286
C 2.71999 2.93691 0.18525 -0.331
O -1.11878 -2.86253 3.73149 -0.371
H -4.00660 -2.93962 -2.47704 0.313
C -1.34700 3.37047 2.57689 -0.668
O 4.13421 -2.43632 0.54695 -0.379
H -4.69616 3.20901 -0.18842 0.239
H 3.22743 0.65954 -4.35916 0.334
H -0.89300 2.09902 -2.13000 -0.002
H 1.95467 -3.06433 -3.24875 0.224
O 3.52672 2.22848 -0.72149 -0.355
O -1.42945 3.85844 1.24297 -0.398
C 4.21004 -2.64694 -0.85892 -0.192
H 3.29561 -0.13077 3.82131 0.355
O 3.92474 1.08973 -2.46566 -0.388
H 4.58752 -0.36840 -3.77710 0.261
H -2.99000 -2.19300 -1.17516 0.190
C 2.96325 1.52794 -1.69701 0.797
C -4.78037 2.12292 -0.25204 -0.258
C -1.03159 3.11266 0.24226 0.513
O -3.90336 1.01415 -2.05856 -0.357
H 0.07617 3.49776 -2.42071 0.282
H -1.96834 3.97312 3.23049 0.295
O -0.82206 -0.68771 3.64666 -0.189
H 4.32876 -3.71177 -1.05647 0.302
O -0.38786 -2.12812 -1.60791 -0.271
O -2.09591 0.17213 -1.07818 -0.140
H 2.51513 0.52551 2.34332 0.040
H 1.85027 -4.79482 -3.01570 0.354
O 3.46307 -1.37629 2.28904 -0.437
H 3.42260 3.44355 0.84476 0.329
H -5.53875 1.70668 0.40854 0.325
H -1.80135 2.37356 2.51321 0.273
C -3.05091 -2.49178 -2.21845 -0.538
O -1.35408 3.73884 -0.87751 -0.407
H 3.28317 -2.41171 -1.37547 -0.260
C -3.07484 0.84556 -1.01559 0.461
H -0.18858 -0.74012 5.69636 0.306
H -2.96944 -1.62871 -2.88488 0.283
C 3.24200 -1.60105 1.00837 0.658
H 2.12216 3.78551 -0.17406 0.289
C -0.88549 -1.80697 2.94120 0.533
Na 0.31160 -0.11816 -0.37510 0.662
C -1.03298 -0.93774 5.03866 -0.294
O -1.99743 -3.37792 -2.55666 -0.398
H 2.97482 -0.60753 -3.15945 0.028
H 1.97301 2.31927 0.68316 -0.091
O -0.74612 -1.82442 1.74285 -0.391
H -0.71783 -2.97740 5.72208 0.262
O 0.02548 -3.89002 -2.96452 -0.377
```

The winner here is run Q, beating the second structure by 0.0782 hartree.

Run P
The following is a quantum chemistry calculation of a cluster of 2 separate species, C2H4NOP in total, from the OMol25 dataset.

* HOMO energy: -9.3 eV
* SMILES: C=C=N.O=P
* LUMO: -1.157 eV

The geometry in XYZ format:
```
9
Properties=species:S:1:pos:R:3:mulliken_charge:R:1
H -2.86353 0.35385 1.67549 0.034
C 1.29052 0.02391 -0.03725 0.442
H 0.42921 0.25743 -1.86720 0.235
H 1.30145 0.78421 1.66006 0.265
C 1.03906 -0.38069 -1.23255 -0.712
P -1.86672 0.53751 0.63326 0.315
H 0.83404 -1.47018 -1.47765 0.235
N 1.95871 0.42625 0.92717 -0.478
O -2.12274 -0.53228 -0.28134 -0.335
```

Run Q
The following is a quantum chemistry calculation of a cluster of 2 separate species, C2H4NOP in total, from the OMol25 dataset.

* HOMO energy: -9.5 eV
* LUMO: 0.519 eV

The geometry in XYZ format:
```
9
Properties=species:S:1:pos:R:3:mulliken_charge:R:1
P -0.11771 1.15826 0.34208 0.166
H -0.28326 -0.82513 -2.22612 0.275
C 1.70050 -0.74440 -2.19347 -0.071
H 1.27437 0.88069 2.17816 0.327
N 0.59219 -0.88305 -2.51442 -0.200
O -1.47285 0.32857 -0.11193 -0.507
H -2.09050 -0.18585 0.42936 0.317
H -0.06077 -0.22321 2.34747 0.234
C 0.45804 0.49412 1.74887 -0.540
```

The winner here is run Q, beating the second structure by 0.0189 hartree.